# C10H15N2O

2 unconnected molecules or ions with the total composition C10H15N2O at a distorted geometry (the ωB97M-V functional and the def2-TZVPD basis, OMol25).

```
28
C10H15N2O (the ωB97M-V functional and the def2-TZVPD basis)
C 0.534 -2.356 0.094
N -0.790 -1.981 0.611
C -1.858 -2.843 0.068
N -0.748 -2.276 1.996
C -1.011 -1.327 2.922
O -1.257 -0.159 2.651
H 0.581 -2.157 -0.980
H 1.285 -1.741 0.597
H 0.759 -3.424 0.273
H -1.957 -2.676 -1.011
H -1.652 -3.919 0.236
H -2.806 -2.578 0.551
H -0.646 -3.254 2.250
H -0.959 -1.771 3.937
C -0.262 1.423 -0.125
C -0.620 1.629 -1.454
C 0.104 2.253 -2.464
C 1.336 2.902 -2.400
C 2.114 3.146 -1.272
C 1.839 2.788 0.047
C 0.781 2.040 0.555
H -0.913 0.776 0.474
H -1.588 1.208 -1.758
H -0.371 2.246 -3.454
H 1.719 3.294 -3.348
H 3.038 3.712 -1.431
H 2.556 3.156 0.793
H 0.787 1.887 1.642
```

highest occupied orbital energy: -0.46528 hartree
relative energy (zero: lowest compared OMol25 entry of this formula, charge and spin): 1.1990 eV
strongest force on any atom: 1.16 eV/A
net charge: +1

***

# C41H40AsN8O5S3Ti

A molecular structure, C41H40AsN8O5S3Ti at a distorted geometry (the ωB97M-V functional and the def2-TZVPD basis, OMol25).

```
99
C41H40AsN8O5S3Ti (the ωB97M-V functional and the def2-TZVPD basis)
Ti -0.258 -0.418 0.129
O -1.744 -2.934 1.195
S -0.897 -3.549 0.207
O -1.512 -4.599 -0.568
N -0.276 -2.369 -0.770
C 0.095 -2.929 -2.041
C 0.824 -4.085 -2.132
C 1.112 -4.708 -3.365
C 0.670 -4.171 -4.535
C -0.045 -2.951 -4.498
C -0.502 -2.318 -5.676
C -1.153 -1.125 -5.598
C -1.347 -0.563 -4.318
N -0.963 -1.128 -3.208
C -0.317 -2.317 -3.263
C 0.473 -4.283 1.059
C 0.195 -5.451 1.758
C 1.210 -6.079 2.462
C 2.491 -5.545 2.459
C 2.761 -4.383 1.752
C 1.749 -3.747 1.048
H 1.190 -4.568 -1.238
H 1.677 -5.630 -3.360
H 0.855 -4.653 -5.487
H -0.320 -2.796 -6.630
H -1.506 -0.610 -6.480
H -1.840 0.399 -4.226
H -0.806 -5.859 1.745
H 1.000 -6.987 3.010
H 3.282 -6.039 3.009
H 3.759 -3.968 1.750
H 1.945 -2.836 0.494
C 2.307 -0.375 -1.948
C 2.693 0.149 -0.598
C 3.932 0.810 -0.421
C 4.217 1.368 0.788
C 3.328 1.200 1.877
C 3.596 1.709 3.171
C 2.749 1.401 4.197
C 1.637 0.558 3.989
C 1.333 0.052 2.746
S 0.069 -1.129 2.466
C 2.169 0.441 1.660
N 1.840 -0.003 0.396
H 2.906 0.089 -2.730
H 1.256 -0.174 -2.175
H 2.458 -1.457 -1.995
H 4.603 0.897 -1.262
H 5.132 1.928 0.938
H 4.476 2.321 3.325
H 2.946 1.775 5.193
H 1.007 0.282 4.824
O -0.951 1.306 1.177
N -2.047 0.682 1.414
O -2.781 0.929 2.296
O -2.263 -0.272 0.561
C 2.270 4.511 -2.246
C 1.642 3.282 -2.127
N 1.266 2.769 -0.957
C 1.481 3.482 0.138
C 2.116 4.723 0.146
C 2.525 5.225 -1.085
C 2.457 5.487 1.359
C 2.037 5.439 2.627
C 0.973 4.649 3.281
C 1.037 4.441 4.654
C 0.020 3.706 5.230
N -1.006 3.235 4.528
C -0.987 3.512 3.228
N -0.054 4.188 2.567
H 2.558 4.893 -3.214
H 1.436 2.676 -3.003
H 1.125 3.045 1.059
H 3.036 6.179 -1.132
H 3.232 6.225 1.170
H 2.549 6.106 3.312
H 1.854 4.833 5.245
H 0.024 3.485 6.291
H -1.822 3.146 2.645
C -2.483 2.844 -2.658
C -1.678 1.845 -1.964
N -1.031 1.055 -1.448
H -1.834 3.642 -3.017
H -3.222 3.232 -1.961
H -3.008 2.380 -3.491
C -4.995 -1.371 1.482
As -5.149 -0.508 -0.231
C -4.141 -1.542 -1.500
C -6.956 -0.931 -0.753
S -4.992 1.587 -0.328
H -5.787 -2.116 1.548
H -5.107 -0.613 2.254
H -4.018 -1.845 1.569
H -4.645 -2.500 -1.627
H -3.122 -1.714 -1.162
H -4.136 -0.991 -2.440
H -7.118 -2.008 -0.771
H -7.126 -0.509 -1.742
H -7.637 -0.460 -0.045
```

highest occupied orbital energy (alpha / beta): -0.27164 / -0.27206 hartree
relative energy (zero: lowest compared OMol25 entry of this formula, charge and spin): 1.8004 eV
strongest force on any atom: 1.43 eV/A
multiplicity: 2